(1)
{"formula": "C5H10O", "method": "ωB97M-V/def2-TZVPD", "symbols": ["O", "C", "C", "C", "C", "H", "H", "H", "H", "H", "H", "C", "H", "H", "H", "H"], "xyz": [[-1.442, -1.303, -0.536], [-1.403, -0.229, 0.397], [-0.979, 1.027, -0.240], [-0.109, 1.632, 0.802], [-0.047, 0.165, 0.787], [-1.886, -2.048, -0.115], [-2.189, -0.305, 1.139], [-1.425, 1.499, -1.119], [-0.512, 2.109, 1.685], [0.798, 2.127, 0.414], [0.765, -0.478, 1.126], [1.708, -0.850, -0.867], [1.409, -1.820, -0.453], [1.966, -0.916, -1.913], [2.504, -0.406, -0.257], [0.843, -0.205, -0.848]], "atomic_forces_ev_per_a": [[-0.2, -0.1, 0.3], [-0.4, 0.3, 0.8], [-0.1, 0.0, 0.6], [-0.2, 0.4, 0.6], [-0.4, 0.2, 0.4], [0.0, 0.1, -0.1], [-0.6, 0.0, 0.1], [1.0, -0.6, -0.5], [-0.3, 0.5, 0.2], [-0.3, 0.0, 0.3], [-0.1, 0.2, -0.9], [0.3, -0.1, -0.5], [0.1, 0.2, -0.3], [0.6, -0.4, -0.3], [0.0, -0.1, -0.3], [0.5, -0.3, -0.4]], "gap_ha": 0.338, "total_charge": 0, "de_lowest_kcal_mol": 111.3}

***

(2)
{"formula": "C8H10N2O3S", "method": "ωB97M-V/def2-TZVPD", "symbols": ["C", "C", "N", "C", "C", "N", "C", "C", "O", "S", "O", "O", "C", "C", "H", "H", "H", "H", "H", "H", "H", "H", "H", "H"], "xyz": [[-0.842, 3.264, 1.226], [-0.268, 2.261, 0.840], [0.416, 1.241, 0.346], [1.213, 1.303, -0.915], [1.935, 0.173, -0.882], [1.734, -0.500, 0.290], [2.040, -1.879, 0.440], [0.673, 0.024, 1.012], [-0.581, -0.799, 1.099], [-1.186, -1.238, -0.367], [-0.129, -1.399, -1.302], [-2.046, -2.368, -0.243], [-2.254, 0.115, -0.776], [-3.519, -0.016, -0.275], [-1.301, 4.177, 1.430], [0.872, 1.981, -1.665], [2.685, -0.199, -1.548], [1.114, -2.429, 0.613], [2.630, -2.462, -0.311], [2.691, -1.864, 1.369], [0.779, 0.019, 2.187], [-1.751, 0.973, -1.170], [-4.298, 0.686, -0.480], [-3.916, -0.850, 0.210]], "atomic_forces_ev_per_a": [[1.2, -2.2, -1.1], [-1.0, 2.1, 0.9], [1.1, -0.1, -1.3], [-0.7, -1.0, 1.6], [0.0, 1.6, -0.5], [0.5, -0.3, -0.8], [1.6, -1.4, 2.3], [-0.6, 0.4, 2.9], [-0.7, -1.1, -2.1], [-1.1, -0.3, 0.3], [0.4, 0.5, -0.5], [-0.1, -0.3, 1.2], [-1.8, -1.0, 2.1], [2.0, 1.4, -2.2], [-0.5, 0.7, 0.4], [0.4, 0.3, -0.2], [-0.1, -0.1, -0.4], [0.3, -0.2, 0.1], [-0.6, 1.4, 0.0], [-0.8, -0.9, -0.7], [0.4, 0.6, -2.2], [-0.3, 0.4, -0.4], [0.0, 1.0, -0.1], [0.2, -1.5, 0.7]], "gap_ha": 0.313, "total_charge": 0, "de_lowest_kcal_mol": 125.6}

***

(3)
{"formula": "C30H47Cl2N2PSeTm", "method": "ωB97M-V/def2-TZVPD", "symbols": ["P", "C", "C", "C", "C", "C", "C", "C", "C", "C", "C", "C", "C", "C", "C", "C", "C", "C", "C", "H", "H", "H", "H", "H", "H", "H", "H", "H", "H", "H", "H", "H", "H", "H", "H", "H", "H", "H", "H", "H", "H", "H", "H", "H", "H", "H", "H", "H", "H", "H", "H", "H", "Tm", "Cl", "Cl", "C", "H", "C", "C", "C", "C", "C", "C", "H", "H", "H", "H", "H", "C", "N", "C", "C", "N", "C", "C", "Se", "H", "H", "H", "H", "H", "H", "H", "H"], "xyz": [[-2.486, -3.114, -2.059], [-2.275, -4.823, -1.273], [-3.146, -5.990, -1.759], [-2.954, -7.207, -0.843], [-1.485, -7.618, -0.698], [-0.592, -6.439, -0.299], [-0.792, -5.223, -1.218], [-1.872, -3.282, -3.835], [-2.242, -4.550, -4.603], [-1.802, -4.415, -6.069], [-0.309, -4.093, -6.205], [0.112, -2.893, -5.348], [-0.357, -3.021, -3.891], [-4.327, -3.099, -2.348], [-5.069, -3.154, -1.000], [-6.592, -3.079, -1.174], [-7.026, -1.870, -2.010], [-6.279, -1.804, -3.346], [-4.753, -1.879, -3.183], [-2.590, -4.583, -0.238], [-2.879, -6.262, -2.788], [-4.210, -5.716, -1.774], [-3.548, -8.048, -1.221], [-3.348, -6.954, 0.151], [-1.400, -8.414, 0.051], [-1.127, -8.038, -1.648], [-0.832, -6.137, 0.729], [0.463, -6.738, -0.315], [-0.185, -4.381, -0.854], [-0.439, -5.476, -2.230], [-2.370, -2.434, -4.339], [-2.384, -3.605, -6.529], [-3.325, -4.743, -4.560], [-1.738, -5.418, -4.153], [-2.043, -5.337, -6.612], [-0.072, -3.895, -7.256], [0.279, -4.971, -5.908], [1.201, -2.771, -5.374], [-0.327, -1.979, -5.774], [-0.122, -2.102, -3.337], [0.178, -3.850, -3.403], [-4.546, -4.014, -2.929], [-4.816, -4.071, -0.448], [-4.731, -2.311, -0.379], [-6.943, -3.997, -1.665], [-7.064, -3.042, -0.186], [-6.828, -0.952, -1.442], [-8.106, -1.909, -2.189], [-6.538, -0.882, -3.878], [-6.605, -2.644, -3.975], [-4.296, -1.915, -4.182], [-4.379, -0.964, -2.699], [-0.319, 0.090, 0.117], [-1.165, 0.239, -2.185], [-0.716, -1.972, 1.392], [1.882, 0.509, -0.019], [2.347, 1.449, 0.310], [2.867, -0.342, -0.564], [4.139, 0.200, -0.953], [5.093, -0.596, -1.571], [4.850, -1.966, -1.800], [3.625, -2.538, -1.400], [2.653, -1.759, -0.782], [4.305, 1.263, -0.756], [6.040, -0.151, -1.886], [3.442, -3.601, -1.581], [1.715, -2.203, -0.422], [5.616, -2.577, -2.282], [0.420, 1.522, 4.138], [0.965, 2.437, 3.155], [2.142, 3.159, 3.270], [2.263, 3.910, 2.142], [1.149, 3.650, 1.353], [0.909, 4.202, 0.035], [0.339, 2.731, 1.976], [-1.385, 2.201, 1.496], [1.103, 1.504, 4.995], [0.327, 0.511, 3.716], [-0.575, 1.857, 4.457], [2.771, 3.071, 4.140], [3.029, 4.603, 1.838], [0.879, 5.300, 0.079], [1.702, 3.889, -0.659], [-0.053, 3.828, -0.333]], "atomic_forces_ev_per_a": [[0.3, -0.3, -0.1], [-0.3, 0.5, -0.1], [0.2, -0.2, 0.0], [0.0, 0.1, 0.0], [0.0, 0.1, -0.1], [-0.1, 0.2, -0.1], [-0.1, -0.1, 0.1], [-0.2, 0.1, 0.5], [0.1, 0.0, -0.3], [0.0, 0.0, 0.1], [0.0, 0.0, 0.1], [-0.1, 0.0, 0.1], [0.0, 0.1, -0.2], [0.1, -0.4, -0.2], [-0.1, 0.1, -0.2], [0.1, 0.0, -0.1], [0.2, 0.0, 0.0], [0.1, -0.1, 0.0], [-0.1, 0.0, 0.2], [0.2, -0.2, -0.2], [-0.1, 0.0, 0.3], [0.2, -0.1, 0.0], [0.1, 0.0, 0.1], [0.0, 0.0, -0.1], [0.0, 0.0, -0.1], [0.0, 0.1, 0.0], [0.1, 0.0, -0.1], [-0.1, 0.0, 0.1], [-0.1, -0.2, -0.1], [-0.1, 0.0, 0.2], [0.2, -0.1, 0.1], [0.0, -0.1, 0.0], [0.2, 0.0, 0.0], [0.0, 0.2, -0.1], [0.0, 0.1, 0.0], [0.0, -0.1, 0.1], [-0.1, 0.0, 0.0], [-0.1, 0.0, 0.0], [0.1, -0.1, 0.1], [0.0, -0.3, -0.1], [-0.1, 0.2, -0.1], [-0.3, 0.3, 0.2], [0.0, 0.2, -0.1], [0.0, -0.1, -0.1], [0.0, 0.1, 0.0], [0.0, 0.0, -0.1], [0.0, -0.1, 0.0], [0.1, 0.0, 0.0], [0.0, -0.1, 0.0], [0.0, 0.1, 0.0], [-0.1, 0.0, 0.3], [-0.1, -0.1, -0.1], [1.5, -0.3, -0.6], [-0.4, 0.2, -0.7], [-0.3, -0.6, 0.5], [-1.1, 0.1, 0.9], [-0.1, 0.3, -0.2], [0.2, -0.2, -0.1], [0.1, -0.8, -0.2], [-0.4, -0.2, 0.2], [0.1, 0.0, -0.1], [0.1, 0.6, 0.0], [0.4, 0.5, -0.2], [0.1, -0.3, -0.2], [-0.1, -0.2, 0.1], [0.1, 0.2, 0.1], [0.4, 0.1, -0.2], [-0.2, 0.1, 0.1], [0.0, -0.3, 0.3], [-0.4, 0.5, -0.8], [-0.4, 0.0, -0.5], [-0.6, -0.5, 0.2], [-0.4, -0.7, 0.8], [0.1, 0.2, -0.5], [1.4, 0.8, 0.5], [-0.2, 0.7, 0.4], [-0.2, 0.0, -0.2], [0.1, 0.3, 0.0], [0.3, 0.0, -0.1], [0.0, 0.0, -0.1], [0.0, -0.1, 0.0], [0.0, -0.3, 0.1], [-0.3, 0.0, 0.3], [0.3, 0.1, 0.1]], "gap_ha": [0.145, 0.145], "spin_multiplicity": 3, "s_squared": 2.003, "total_charge": -1}

***

- Which formula does entry 2 have?
  C8H10N2O3S